This record from the Open Molecules 2025 dataset describes a molecular structure, C38H43N5OPdTe. The level of theory is the ωB97M-V functional and the def2-TZVPD basis.

## Properties
Net charge = +3
DFT total energy = -60347.470 eV
Spin multiplicity = 2
HOMO level (spin up / spin down) = -15.89 / -15.89 eV
LUMO level (spin up / spin down) = -10.52 / -10.35 eV
ΔE to the lowest compared entry with this formula, charge and spin = 3.479 eV

Last column: Mulliken spin population.
Atoms and positions in Å:
Pd 0.14790 -0.57102 -0.29539  0.675
C -2.39803 0.64572 -1.42453  -0.026
N -0.94700 0.93872 -1.54159  0.029
C -0.63532 2.32791 -1.12926  -0.003
C 0.51079 2.44285 -0.17508  0.001
C 1.10697 3.66372 0.08464  0.009
C 2.13658 3.73128 1.00721  -0.005
C 2.54735 2.57121 1.65186  0.010
C 1.91034 1.38888 1.34009  -0.011
N 0.90730 1.33750 0.45018  0.116
C -0.47223 0.62906 -2.91388  0.001
C 1.01649 0.46894 -2.98576  -0.007
C 1.71331 0.56387 -4.17645  0.014
C 3.08712 0.38517 -4.16072  -0.007
C 3.73134 0.13080 -2.95564  0.013
C 2.96686 0.03488 -1.81087  -0.009
N 1.63871 0.19375 -1.84453  0.197
C -2.65450 -0.82242 -1.45398  0.018
C -3.61862 -1.39889 -2.25554  0.000
C -3.80071 -2.77387 -2.20937  0.000
C -3.01819 -3.52224 -1.34550  -0.001
C -2.08065 -2.86701 -0.57071  0.010
N -1.89087 -1.53958 -0.62198  0.007
H -2.96041 1.14822 -2.21399  -0.001
H -2.73987 1.03500 -0.46545  0.004
H -1.51168 2.75072 -0.63945  0.001
H -0.44147 2.94943 -2.00194  0.000
H 0.75802 4.55534 -0.42505  0.000
H 2.61136 4.68001 1.22480  0.000
H 3.34642 2.58341 2.38054  0.001
H 2.19868 0.45546 1.80179  0.002
H -0.79159 1.40889 -3.60595  0.000
H -0.93784 -0.30125 -3.23706  0.000
H 1.18820 0.77149 -5.10175  0.002
H 3.65549 0.44666 -5.08140  0.000
H 4.80519 0.01915 -2.89975  0.001
H 3.41218 -0.15149 -0.84087  0.003
H -4.22479 -0.77874 -2.90547  0.000
H -4.53158 -3.25295 -2.84932  0.000
H -3.12193 -4.59830 -1.27485  0.000
H -1.46170 -3.42259 0.11856  0.000
C 2.07765 -4.07579 -1.10962  0.002
C 1.31441 -2.82879 -0.84001  0.004
O 0.62918 -2.27650 -1.69782  0.067
N 1.40386 -2.18130 0.39200  -0.148
Te 0.39369 -2.58368 2.35244  0.025
C 0.99943 -3.96962 3.88754  -0.001
C 0.78617 -3.52012 5.18005  -0.003
C 0.30436 -2.12876 5.54141  0.003
C 1.04373 -4.46278 6.17376  0.003
C 1.53512 -5.73071 5.89694  -0.004
C 1.81056 -6.71471 7.00344  0.000
C 1.81182 -6.06802 4.57173  0.005
C 1.58517 -5.17818 3.53390  -0.010
C 1.92482 -5.54079 2.10888  0.004
C -1.68287 -2.40449 2.70758  0.004
C -2.26111 -1.11403 2.74108  -0.016
C -1.47489 0.17518 2.75001  0.023
C -3.63677 -1.04884 2.86534  0.007
C -4.44097 -2.19066 2.95451  -0.002
C -5.93135 -2.07971 3.07864  0.003
C -3.82946 -3.44248 2.91936  0.004
C -2.46231 -3.59142 2.77067  -0.008
C -1.91053 -4.99716 2.70721  0.005
H 2.19991 -4.19581 -2.18351  -0.002
H 1.51680 -4.93337 -0.72554  -0.001
H 3.05071 -4.05552 -0.61829  0.001
H 0.62995 -1.38401 4.81345  0.000
H 0.70058 -1.83535 6.51111  0.000
H -0.78665 -2.09456 5.60700  0.000
H 0.88030 -4.16976 7.20567  -0.001
H 1.69795 -6.26670 7.98713  0.000
H 2.81236 -7.13290 6.91391  0.000
H 1.11969 -7.55679 6.93275  0.000
H 2.22977 -7.04359 4.34609  0.000
H 2.74622 -6.25326 2.07043  0.000
H 2.23387 -4.65937 1.53897  -0.001
H 1.07125 -6.00753 1.60447  -0.001
H -0.63976 0.15421 2.07079  -0.008
H -1.07258 0.36481 3.74793  0.000
H -2.11069 1.02035 2.49202  0.003
H -4.10257 -0.07004 2.92108  0.000
H -6.26074 -1.04304 3.09611  0.000
H -6.27273 -2.56466 3.99571  0.000
H -6.42774 -2.59073 2.25064  0.000
H -4.44334 -4.33613 2.99046  -0.001
H -2.60883 -5.66302 2.20188  0.000
H -1.75482 -5.38938 3.71488  0.000
H -0.95860 -5.05070 2.18324  0.000

Atomic forces in eV per Å
Pd 0.77 1.31 -2.21
C -0.15 0.23 0.00
N 0.45 -0.92 0.60
C -0.09 0.19 0.02
C 0.01 0.01 -0.02
C 0.01 0.16 -0.02
C 0.01 0.06 0.06
C 0.01 0.02 -0.04
C -0.04 0.10 0.02
N 0.01 -0.85 0.93
C 0.00 -0.07 -0.12
C -0.02 0.08 0.03
C 0.04 0.10 -0.14
C 0.07 -0.05 -0.07
C -0.03 0.08 0.01
C -0.08 0.09 0.06
N 0.29 -0.44 0.31
C 0.03 0.03 0.03
C -0.19 0.01 -0.07
C -0.03 -0.03 -0.06
C -0.01 -0.04 0.06
C -0.08 0.23 -0.07
N 0.28 -0.82 0.40
H 0.05 0.13 -0.03
H 0.02 0.06 0.03
H -0.12 0.00 -0.02
H -0.03 -0.01 -0.14
H 0.05 -0.08 0.01
H -0.01 -0.04 -0.01
H -0.02 -0.02 -0.03
H -0.03 -0.11 0.04
H -0.13 0.09 -0.01
H -0.08 -0.12 0.04
H 0.04 0.03 0.06
H -0.04 0.02 0.05
H -0.02 -0.03 -0.02
H -0.03 -0.09 -0.01
H 0.07 -0.05 0.01
H 0.00 0.03 0.05
H -0.01 0.09 0.00
H 0.09 -0.03 -0.01
C 0.09 -0.04 0.01
C 0.10 -0.93 0.73
O -0.41 0.05 -0.38
N -1.90 0.70 0.32
Te 1.14 2.53 1.13
C 0.38 -0.67 -0.95
C -0.34 0.48 0.01
C -0.11 -0.33 0.00
C 0.10 0.08 0.13
C 0.08 -0.13 0.19
C -0.13 -0.04 -0.20
C 0.16 -0.03 -0.03
C -0.19 -0.32 -0.12
C -0.20 0.05 0.19
C -0.30 -1.21 -0.89
C 0.35 -0.05 -0.09
C -0.26 -0.22 0.22
C -0.18 -0.09 0.20
C 0.00 0.13 -0.05
C 0.04 -0.01 0.01
C -0.13 -0.06 0.12
C 0.16 0.18 -0.16
C -0.07 0.27 0.01
H -0.02 -0.02 -0.02
H 0.03 0.04 -0.03
H -0.06 -0.01 -0.01
H 0.02 0.05 0.06
H 0.02 -0.04 0.01
H 0.04 0.01 -0.03
H 0.02 0.02 -0.04
H 0.02 0.03 -0.01
H 0.05 0.08 0.01
H -0.04 0.02 0.02
H 0.05 0.06 0.01
H 0.01 -0.01 0.03
H 0.01 -0.06 0.10
H 0.02 0.03 0.01
H 0.28 0.06 -0.20
H -0.01 -0.01 0.02
H -0.06 -0.03 0.00
H 0.00 -0.06 0.02
H 0.00 -0.02 0.00
H 0.03 0.03 -0.02
H 0.03 0.01 0.02
H 0.02 0.09 0.01
H -0.03 0.04 0.02
H 0.03 0.02 -0.01
H 0.07 -0.04 -0.07